Entry 1:
# C19H25IN5ORu

A structure of composition C19H25IN5ORu (wB97M-V/def2-TZVPD, OMol25).

The geometry in XYZ format:
```
52
Properties=species:S:1:pos:R:3
Ru -0.272 -0.132 -0.855
I -2.184 1.666 -2.247
C -3.743 0.533 -1.425
C -5.029 0.911 -1.691
C -6.092 0.167 -1.147
C -5.834 -0.917 -0.358
C -4.505 -1.312 -0.080
C -4.240 -2.431 0.749
C -2.961 -2.818 1.033
C -1.883 -2.103 0.484
C -2.086 -0.997 -0.327
C -3.417 -0.581 -0.626
H -5.239 1.773 -2.311
H -7.109 0.466 -1.359
H -6.647 -1.490 0.069
H -5.080 -2.979 1.158
H -2.772 -3.672 1.669
H -0.879 -2.446 0.717
C 2.311 3.923 1.857
N 1.030 3.219 2.010
C 0.124 3.643 3.090
C 0.699 2.259 1.218
N 0.375 1.386 0.520
H 2.904 3.792 2.762
H 2.119 4.982 1.695
H 2.853 3.520 1.006
H 0.623 3.510 4.049
H -0.781 3.043 3.065
H -0.131 4.692 2.950
C 3.240 -4.439 -0.895
C 2.651 -3.808 0.375
C 3.755 -3.466 1.387
C 1.594 -4.729 1.006
C 1.977 -2.560 -0.010
N 1.446 -1.587 -0.316
H 3.735 -5.369 -0.616
H 3.981 -3.787 -1.358
H 2.463 -4.671 -1.623
H 4.248 -4.392 1.680
H 3.346 -2.999 2.282
H 4.505 -2.806 0.951
H 2.079 -5.663 1.286
H 0.794 -4.958 0.302
H 1.167 -4.286 1.906
N 1.720 0.063 -4.757
C 1.723 -0.025 -3.427
N 2.894 -0.022 -2.774
O 0.620 -0.092 -2.816
H 2.561 0.110 -5.305
H 0.833 0.069 -5.232
H 3.776 0.012 -3.256
H 2.893 -0.189 -1.783
```

Calculated values
charge: +2
HOMO (alpha / beta): -0.4916 / -0.4977 Eh
multiplicity: 6
Kohn-Sham gap (alpha / beta): 8.660 / 5.831 eV


Entry 2:
# C19H25N3O3S

An isolated molecule of C19H25N3O3S in a non-equilibrium geometry (wB97M-V/def2-TZVPD, OMol25).

The geometry in XYZ format:
```
51
Properties=species:S:1:pos:R:3
C 1.801 3.542 1.326
N 1.616 2.718 0.153
C 0.715 1.701 0.181
N -0.027 1.606 1.295
C -0.940 0.660 1.389
C -1.186 -0.253 0.384
C -0.438 -0.165 -0.785
C 0.520 0.813 -0.900
H 1.121 0.870 -1.790
H -0.613 -0.883 -1.571
S -2.475 -1.471 0.534
O -2.688 -1.765 1.920
O -2.199 -2.549 -0.372
N -3.849 -0.705 -0.021
C -3.855 -0.387 -1.429
C -5.286 -0.105 -1.880
C -5.878 1.026 -1.043
C -5.796 0.663 0.438
C -4.348 0.359 0.815
H -4.273 0.010 1.846
H -3.735 1.269 0.700
H -6.402 -0.223 0.629
H -6.169 1.481 1.056
H -6.915 1.203 -1.330
H -5.315 1.946 -1.224
H -5.881 -1.009 -1.742
H -5.289 0.156 -2.939
H -3.440 -1.251 -1.948
H -3.221 0.494 -1.634
H -1.492 0.616 2.317
C 2.634 2.838 -0.860
H 2.985 3.873 -0.864
H 2.217 2.614 -1.843
C 3.839 1.917 -0.611
O 3.407 0.589 -0.789
C 4.233 -0.438 -0.432
C 5.565 -0.296 -0.067
C 6.309 -1.419 0.263
C 5.740 -2.677 0.232
C 4.409 -2.817 -0.133
C 3.658 -1.709 -0.462
H 2.620 -1.796 -0.742
H 3.954 -3.796 -0.158
H 6.327 -3.545 0.491
H 7.344 -1.299 0.546
H 6.036 0.675 -0.041
H 4.216 2.064 0.410
H 4.640 2.165 -1.323
H 0.957 3.383 1.991
H 2.722 3.284 1.856
H 1.847 4.592 1.029
```

Calculated values
HOMO: -0.3026 Eh
SMILES: CN(CCOc1ccccc1)c1ccc(S(=O)(=O)N2CCCCC2)cn1
multiplicity: 1
Kohn-Sham gap: 8.824 eV


Entry 3:
# C19H25N3O4

An isolated molecule of C19H25N3O4 in a non-equilibrium geometry (wB97M-V/def2-TZVPD, OMol25).

The geometry in XYZ format:
```
51
Properties=species:S:1:pos:R:3
C 2.662 3.146 -3.798
C 1.190 3.314 -3.434
H 0.717 4.019 -4.123
H 1.078 3.705 -2.415
O 0.445 2.125 -3.602
C 0.574 1.095 -2.714
C 1.271 1.192 -1.513
C 1.317 0.147 -0.612
C 0.658 -1.042 -0.901
C -0.019 -1.166 -2.108
C -0.071 -0.124 -3.024
O -0.795 -0.403 -4.142
C -0.682 0.382 -5.309
H -1.141 1.365 -5.185
H -1.219 -0.175 -6.076
H 0.360 0.504 -5.613
H -0.527 -2.086 -2.347
C 0.654 -2.122 0.059
N 0.196 -3.327 -0.163
O 0.326 -3.984 1.024
C 0.857 -3.118 1.893
N 1.090 -1.962 1.350
C 1.081 -3.514 3.303
H 2.055 -4.007 3.377
C 1.038 -2.305 4.243
H 1.254 -2.643 5.257
H 1.783 -1.572 3.935
C -0.359 -1.682 4.241
O -1.233 -2.048 4.999
N -0.513 -0.699 3.335
H 0.221 -0.556 2.653
C -1.784 -0.064 3.059
H -2.436 -0.333 3.894
C -2.362 -0.518 1.700
C -2.298 0.699 0.766
H -3.280 1.169 0.697
C -1.319 1.659 1.440
H -0.294 1.369 1.205
H -1.465 2.691 1.124
C -1.601 1.453 2.925
H -2.528 1.958 3.200
H -0.803 1.818 3.569
H -1.979 0.426 -0.239
H -1.766 -1.339 1.303
H -3.382 -0.881 1.811
H 0.315 -4.242 3.581
H 1.868 0.246 0.310
H 1.778 2.109 -1.258
H 2.752 2.811 -4.829
H 3.142 2.411 -3.156
H 3.176 4.097 -3.692
```

Calculated values
HOMO: -0.3063 Eh
SMILES: CCOc1ccc(-c2noc(CCC(=O)NC3CCCC3)n2)cc1OC
multiplicity: 1
Kohn-Sham gap: 8.951 eV


multiplicity of number 1 (C19H25IN5ORu)?
6


Number 2 is which compound?
C19H25N3O3S